Record 1
C16H47NO11SSi | the ωB97M-V functional and the def2-TZVPD basis

Results
E_tot (Ha): -2207.54120
SMILES: CC(=O)OCCC[Si@@H](CCO)N=C=S.CO.CO.CO.CO.CO.CO.CO.CO
Frontier orbital gap (eV): 8.7
E_LUMO (eV): -0.864
HOMO (eV): -9.554
Energy above the lowest of the compared OMol25 structures with the same formula, charge and spin (eV): 5.716

```
! wB97M-V def2-TZVPD RIJCOSX def2/J DEFGRID3
* xyz 0 1
C 5.0261 2.8871 -3.9239
C 4.2352 3.4041 -5.2633
O 3.8483 2.4431 -6.1443
O 3.9462 4.7974 -5.6346
C 3.2576 5.5353 -4.5655
C 1.6882 5.9000 -4.8666
C 0.7160 5.6872 -3.5266
Si 0.0153 3.9020 -3.3534
C -0.4909 3.2705 -5.1126
C -1.9658 2.4832 -5.0698
O -2.3225 2.2507 -6.5089
N 1.3281 2.8682 -2.6012
C 1.1242 3.0801 -1.2326
S 1.3591 3.0167 0.4844
H 4.2329 2.2872 -3.2637
H 5.3017 3.8405 -3.2675
H 5.9805 2.2348 -4.1309
H 3.3034 5.0406 -3.5064
H 3.8268 6.5797 -4.4654
H 1.6114 7.0630 -5.1204
H 1.3247 5.2967 -5.8010
H -0.1779 6.4680 -3.5305
H 1.3771 5.9234 -2.5644
H -1.1366 3.9276 -2.4167
H -0.5939 4.2464 -5.7875
H 0.3513 2.5499 -5.4942
H -2.7922 3.1474 -4.5495
H -1.8503 1.4209 -4.5421
H -1.5367 1.7602 -6.9306
C 0.6096 0.2190 2.7407
O 0.1842 1.2034 3.6650
H 0.0379 0.3290 1.8162
H 1.6729 0.3535 2.5274
H 0.4339 -0.7752 3.1591
H 0.7085 1.0810 4.4745
C -5.0006 0.8100 -5.2062
O -5.0624 1.4309 -3.9354
H -4.4642 1.4656 -5.8963
H -4.4688 -0.1410 -5.1227
H -6.0136 0.6416 -5.5802
H -5.5434 0.8264 -3.3450
C -2.5082 0.5919 -0.4007
O -2.2860 1.8063 -1.0936
H -3.5242 0.2465 -0.6058
H -1.7937 -0.1604 -0.7437
H -2.3919 0.7574 0.6733
H -1.3774 2.0880 -0.8924
C 1.8064 -2.4571 0.5386
O 1.2997 -2.8005 1.8152
H 2.6038 -1.7200 0.6593
H 2.2086 -3.3496 0.0530
H 1.0057 -2.0282 -0.0690
H 0.5946 -3.4553 1.6761
C 0.8620 -2.7636 5.5693
O 1.7545 -1.7963 6.0911
H 1.2418 -3.1150 4.6071
H 0.7921 -3.6068 6.2610
H -0.1232 -2.3127 5.4271
H 1.3915 -1.5033 6.9442
C -0.5778 -6.0775 7.2497
O 0.5793 -6.0406 6.4348
H -1.4625 -6.1085 6.6093
H -0.5539 -6.9712 7.8780
H -0.6138 -5.1812 7.8739
H 1.3474 -6.0136 7.0303
C -5.5764 -1.8572 -0.0140
O -4.2558 -2.0724 0.4486
H -5.5487 -1.6583 -1.0879
H -6.1791 -2.7492 0.1738
H -6.0089 -0.9969 0.5027
H -4.3123 -2.2462 1.4036
C 2.7262 -8.1638 8.8398
O 2.9484 -6.9494 8.1469
H 1.7102 -8.5092 8.6346
H 3.4408 -8.9161 8.4968
H 2.8426 -7.9983 9.9137
H 3.8570 -6.6678 8.3480
*
```



Record 2
C16H48BCrFN4O4 | the ωB97M-V functional and the def2-TZVPD basis

Results
E_tot (Ha): -2327.28117
Frontier orbital gap (alpha / beta) (eV): 6.6 / 7.5
E_LUMO (alpha / beta) (eV): -4.489 / -3.609
HOMO (alpha / beta) (eV): -11.062 / -11.062
Expectation value of S²: 3.78

```
! wB97M-V def2-TZVPD RIJCOSX def2/J DEFGRID3
* xyz 1 4
Cr -0.1185 1.3075 -0.3470
F 1.6408 1.7257 -0.1881
B -0.0098 -0.7838 0.2361
H 0.0003 0.1068 1.0425
H -0.7850 -0.4926 -0.6047
H 1.1340 -0.7317 -0.1260
H -0.3923 -1.7360 0.8374
C -1.6019 2.6690 3.6093
C -1.4468 1.8495 2.3302
C -2.6184 1.9665 1.3866
O -2.1752 1.2584 0.1995
C -3.2243 0.9773 -0.7238
N -0.2756 2.2925 1.5388
H -0.6029 2.7205 4.0431
H -2.2291 2.1377 4.3245
H -2.0519 3.6381 3.3992
H -1.3077 0.7977 2.5774
H -2.7845 3.0084 1.0981
H -3.5209 1.4832 1.7559
H -3.8588 1.8389 -0.9309
H -3.8261 0.1276 -0.3946
H -2.7652 0.6385 -1.6534
H -0.2767 3.3093 1.4337
H 0.5620 2.1398 2.1280
C -1.9361 -4.3494 0.2996
C -2.8489 -4.7903 -0.8135
C -2.4263 -6.1109 -1.4314
O -1.1529 -5.9401 -1.9843
C -0.6173 -7.1486 -2.4658
N -4.2378 -4.8947 -0.3611
H -2.3165 -3.4276 0.7600
H -0.9374 -4.1383 -0.0751
H -1.8925 -5.0206 1.1608
H -2.7386 -4.0582 -1.6294
H -3.1604 -6.3671 -2.2149
H -2.5310 -6.9171 -0.6920
H -0.6215 -7.9430 -1.7073
H 0.3910 -6.9851 -2.8297
H -1.2636 -7.5661 -3.2524
H -4.8611 -5.2761 -1.0624
H -4.5411 -3.9464 -0.1755
C 2.0548 4.7599 3.1088
C 3.0786 3.8072 3.7202
C 3.1231 2.4300 3.0886
O 1.8706 1.7906 3.3216
C 1.9757 0.3739 3.1458
N 4.4006 4.4231 3.6897
H 2.1118 5.7124 3.6483
H 1.0445 4.4899 3.4366
H 2.1802 4.9164 2.0393
H 2.7276 3.6676 4.7555
H 3.9560 1.8841 3.5362
H 3.2543 2.5546 2.0069
H 2.0462 0.1476 2.0791
H 1.0754 -0.0675 3.5717
H 2.8375 -0.0390 3.6708
H 4.9562 4.0391 4.4474
H 4.3562 5.4099 3.9162
C 0.8979 -1.2751 -3.4564
C 1.3559 0.0435 -2.8603
C 2.1483 0.9060 -3.8427
O 1.2485 1.5673 -4.6964
C 1.8484 2.6390 -5.4243
N 0.1293 0.7654 -2.3820
H 0.3326 -1.1379 -4.3807
H 0.3367 -1.8667 -2.7294
H 1.7519 -1.9147 -3.6865
H 2.0131 -0.1823 -2.0225
H 2.7932 0.2260 -4.4138
H 2.8023 1.5839 -3.2802
H 2.3239 3.3232 -4.7136
H 1.0272 3.1982 -5.8653
H 2.5562 2.2569 -6.1576
H 0.1981 1.7366 -2.7257
H -0.5865 0.4623 -3.0429
*
```



Record 3
C16H48BF4O8 | the ωB97M-V functional and the def2-TZVPD basis

Results
E_tot (Ha): -1664.91520
Frontier orbital gap (eV): 9.7
E_LUMO (eV): 2.704
HOMO (eV): -7.044
Energy above the lowest of the compared OMol25 structures with the same formula, charge and spin (eV): 0.123

```
! wB97M-V def2-TZVPD RIJCOSX def2/J DEFGRID3
* xyz -1 1
B 0.0906 -0.6241 0.4362
F 0.6222 -0.2281 1.6752
F -0.7721 0.3174 -0.1108
F 1.2010 -0.8865 -0.4006
F -0.6084 -1.8274 0.6914
C 0.1481 -1.3885 -4.8811
C 0.2937 -1.3663 -3.3915
O -0.8496 -0.7581 -2.7936
H 1.0605 -1.7269 -5.3720
H -0.1008 -0.4120 -5.3034
H -0.7035 -2.0205 -5.1461
H 1.1906 -0.8190 -3.0780
H 0.4202 -2.3802 -2.9928
H -0.6494 -0.7294 -1.8473
C -2.7411 -0.8300 3.3354
C -1.4828 -1.3025 4.0389
O -0.9165 -2.4688 3.4514
H -3.6289 -1.4640 3.3967
H -2.5302 -0.7056 2.2717
H -3.0579 0.1362 3.7372
H -1.6893 -1.4856 5.0952
H -0.7332 -0.5064 4.0118
H -0.6650 -2.1819 2.5593
C -0.0527 2.5614 -3.1719
C 1.2804 3.3072 -3.3138
O 1.2012 4.3314 -4.3057
H -0.9243 3.2117 -3.2499
H -0.0759 1.9689 -2.2571
H -0.1733 1.8251 -3.9712
H 2.0769 2.5966 -3.5214
H 1.5191 3.7755 -2.3568
H 0.6806 5.0373 -3.9148
C 2.6561 -4.5585 -1.6735
C 2.1794 -4.0471 -0.3297
O 2.8671 -2.8581 -0.0057
H 2.4967 -3.7824 -2.4249
H 2.0667 -5.3942 -2.0663
H 3.7047 -4.8568 -1.6593
H 2.2333 -4.7828 0.4784
H 1.1047 -3.8385 -0.4133
H 2.2418 -2.1060 -0.0860
C -4.3430 -1.5244 -0.0243
C -5.2520 -2.7478 0.0035
O -6.5812 -2.2771 0.2724
H -3.2946 -1.7516 -0.2258
H -4.4046 -0.9776 0.9193
H -4.6990 -0.7702 -0.7282
H -4.9147 -3.4499 0.7712
H -5.2791 -3.2860 -0.9437
H -6.6552 -2.1895 1.2264
C 4.2051 -0.6158 2.4139
C 3.2901 -1.2308 3.4841
O 2.3152 -0.2786 3.8836
H 3.7391 -0.1593 1.5489
H 4.8965 -1.4064 2.1055
H 4.7841 0.1363 2.9605
H 3.8271 -1.6510 4.3334
H 2.7663 -2.0619 2.9913
H 1.6380 -0.2586 3.1916
C 2.3466 4.1347 1.4548
C 1.9973 2.6684 1.5976
O 2.3974 1.9353 0.4448
H 2.0447 4.6865 2.3442
H 1.8651 4.5448 0.5672
H 3.4214 4.2590 1.3079
H 0.9155 2.5180 1.6745
H 2.4464 2.2023 2.4826
H 1.8607 1.1419 0.3624
C -1.1020 4.0943 -0.3366
C -2.4890 3.4659 -0.1932
O -2.4589 2.3834 0.7323
H -0.7935 4.4882 0.6292
H -1.1875 4.8651 -1.1083
H -0.3919 3.3479 -0.6842
H -2.8617 3.0828 -1.1485
H -3.1580 4.2196 0.2258
H -1.8713 1.7296 0.3233
*
```



Record 4
C16H48ClN4O10 | the ωB97M-V functional and the def2-TZVPD basis

Results
E_tot (Ha): -2069.73148
Frontier orbital gap (eV): 9.6
E_LUMO (eV): 2.587
HOMO (eV): -6.997
Energy above the lowest of the compared OMol25 structures with the same formula, charge and spin (eV): 1.391

```
! wB97M-V def2-TZVPD RIJCOSX def2/J DEFGRID3
* xyz -1 1
Cl 0.2071 -2.3767 0.6254
O -0.1463 -1.1075 -0.0645
O 1.6045 -2.6241 0.3338
O 0.0861 -2.1879 2.0379
O -0.5753 -3.4808 0.1842
O 1.7604 -1.2462 -2.7162
H 1.2175 -1.3896 -1.9410
H 1.5356 -0.3622 -3.0064
O 4.4216 -3.3616 0.2753
H 4.8419 -3.7617 1.0366
H 3.6464 -2.9264 0.6301
C -4.5795 0.5821 3.4413
C -3.4376 0.3142 2.3797
C -3.4761 1.3276 1.2316
O -4.7228 1.3290 0.5950
C -4.8148 2.0884 -0.6241
N -2.1403 0.2517 2.9507
H -4.7486 -0.3038 4.0534
H -5.5290 0.7996 2.9521
H -4.3121 1.4732 4.0093
H -3.7288 -0.6148 1.8895
H -2.6914 1.2616 0.4780
H -3.3090 2.3424 1.5926
H -5.8462 2.2342 -0.9451
H -4.2719 1.5468 -1.3988
H -4.2083 2.9903 -0.5423
H -1.4208 -0.0811 2.3250
H -2.1683 -0.5957 3.4996
C 5.1369 -0.8199 4.6579
C 4.6493 0.0050 3.4774
C 3.6797 1.0698 4.0531
O 2.6359 0.6023 4.9249
C 1.8178 -0.3082 4.2530
N 5.8133 0.5929 2.8483
H 5.5526 -0.1250 5.3875
H 5.9168 -1.5070 4.3295
H 4.3115 -1.4099 5.0564
H 4.1557 -0.6788 2.7868
H 3.2058 1.6401 3.2542
H 4.2621 1.8492 4.5445
H 1.3347 0.1222 3.3757
H 1.1709 -0.7287 5.0229
H 2.3523 -1.2035 3.9356
H 5.5414 1.3659 2.2578
H 6.1786 1.1063 3.6377
C 1.6740 1.8779 0.0179
C 0.8774 2.8434 -0.9019
C 0.0839 2.0241 -1.9201
O 0.9148 1.2579 -2.7145
C 1.7522 1.9915 -3.5769
N 0.0325 3.7050 -0.1108
H 2.3991 1.2911 -0.5461
H 1.0130 1.1373 0.4680
H 2.1986 2.3990 0.8187
H 1.6055 3.4933 -1.3872
H -0.5092 2.6624 -2.5751
H -0.5830 1.3531 -1.3788
H 1.2262 2.8359 -4.0224
H 2.2369 1.5108 -4.4266
H 2.6372 2.3819 -3.0745
H 0.4098 3.5362 0.8108
H -0.8440 3.2131 -0.0110
C -2.0896 -1.3992 -5.9701
C -1.3247 -2.1401 -4.9021
C -1.7438 -1.6284 -3.4681
O -3.0847 -2.0771 -3.1945
C -3.5205 -1.6775 -1.8991
N -1.5451 -3.5915 -5.0922
H -2.1875 -2.0038 -6.8718
H -1.5459 -0.4864 -6.2138
H -3.1451 -1.2104 -5.7742
H -0.2379 -2.0566 -4.9016
H -1.5850 -0.5500 -3.4650
H -1.0531 -2.0254 -2.7241
H -4.5175 -2.0008 -1.6000
H -3.5589 -0.5882 -1.9127
H -2.7989 -1.9926 -1.1453
H -1.5789 -3.9741 -4.1581
H -2.5173 -3.8056 -5.2628
*
```



Record 5
C16H48N2O18S5 | the ωB97M-V functional and the def2-TZVPD basis

Results
E_tot (Ha): -4093.06845
Frontier orbital gap (eV): 7.0
E_LUMO (eV): -0.552
HOMO (eV): -7.528
Energy above the lowest of the compared OMol25 structures with the same formula, charge and spin (eV): 1.094

```
! wB97M-V def2-TZVPD RIJCOSX def2/J DEFGRID3
* xyz 0 1
N 15.2775 -4.3361 23.5672
H 16.2614 -4.5443 23.6599
H 15.0704 -4.0027 22.6366
H 15.0928 -3.5862 24.2180
H 14.6336 -5.0769 23.8055
N 12.0541 -5.4778 21.5300
H 11.1539 -5.0907 21.7750
H 12.0052 -6.2389 20.8679
H 12.4842 -5.7099 22.4139
H 12.6540 -4.8030 21.0774
C 13.9348 -3.1081 20.8147
O 14.4238 -4.2691 20.8651
O 12.9132 -3.0026 20.1324
O 14.3317 -2.2465 21.5809
O 14.5326 -2.3366 25.1930
S 13.1172 -2.0293 25.4431
O 12.5357 -2.3916 26.7186
O 12.8676 -0.4374 25.2594
C 13.5751 0.2480 24.2264
C 14.6723 1.1713 24.7973
C 11.9748 -2.6143 24.1217
H 12.8621 0.7985 23.6126
H 14.1110 -0.4658 23.6008
H 15.2732 1.6089 24.0001
H 15.3745 0.5621 25.3665
H 14.1799 1.9500 25.3797
H 12.0276 -3.6887 23.9455
H 12.3078 -2.1392 23.1989
H 10.9657 -2.3457 24.4343
O 12.2431 -7.4770 19.4822
S 13.2249 -7.8435 18.4679
O 13.1631 -9.2214 17.9649
O 13.1347 -6.8172 17.0790
C 13.1232 -5.4115 17.3248
C 12.4538 -4.6962 16.1611
C 14.8609 -7.4795 19.1627
H 14.1729 -5.1251 17.3897
H 12.7128 -5.0641 18.2729
H 12.6430 -3.6286 16.2730
H 11.3702 -4.8126 16.1807
H 12.7133 -5.0828 15.1756
H 14.7814 -6.5014 19.6371
H 15.6077 -7.5222 18.3698
H 15.0541 -8.2556 19.9032
O 12.7444 2.0346 21.3827
S 13.3031 1.9579 20.0195
O 12.4519 2.2542 18.8607
O 14.7100 2.8369 19.9096
C 15.4180 3.0345 21.0998
C 16.2810 4.2148 20.7468
C 14.0374 0.2561 19.7540
H 16.0530 2.1690 21.2890
H 14.8082 3.3113 21.9598
H 16.7219 4.5013 21.7016
H 15.7011 5.0505 20.3550
H 17.0233 3.7862 20.0735
H 14.2492 0.2149 18.6856
H 13.2400 -0.4828 19.8330
H 14.8443 0.0446 20.4556
O 20.0684 -4.5861 21.8397
S 18.7336 -4.0859 21.8023
O 17.8396 -4.2705 22.9534
O 18.8161 -2.4922 21.3581
C 17.5825 -1.7609 21.0963
C 18.0015 -0.3488 20.7626
C 17.9809 -4.7425 20.2099
H 16.8449 -1.8920 21.8880
H 17.1076 -2.2100 20.2240
H 17.1606 0.2121 20.3546
H 18.7038 -0.3384 19.9290
H 18.3964 0.0942 21.6769
H 16.9265 -4.4668 20.1892
H 17.9866 -5.8324 20.2222
H 18.6551 -4.3901 19.4293
O 9.7034 -4.1074 22.1748
S 8.7929 -3.6254 21.1063
O 7.3415 -3.8950 21.2149
O 8.9267 -1.9925 21.0170
C 10.1971 -1.4020 21.1428
C 9.9719 -0.2430 22.0526
C 9.5631 -4.0289 19.4894
H 10.6801 -1.1286 20.2047
H 10.9338 -2.0865 21.5633
H 9.6949 -0.7203 22.9926
H 9.1466 0.4285 21.8156
H 10.9504 0.1773 22.2851
H 10.3355 -3.2928 19.2666
H 8.7794 -4.1310 18.7387
H 10.1230 -4.9457 19.6737
*
```



Record 6
C16H48N2O8 | the ωB97M-V functional and the def2-TZVPD basis

Results
E_tot (Ha): -1349.82659
SMILES: NC(N)=O.CC(C)O.CC(C)O.CC(C)O.CC(C)O.CC(C)O.O.O
Frontier orbital gap (eV): 9.5
E_LUMO (eV): 0.047
HOMO (eV): -9.503
Energy above the lowest of the compared OMol25 structures with the same formula, charge and spin (eV): 0.000

```
! wB97M-V def2-TZVPD RIJCOSX def2/J DEFGRID3
* xyz 0 1
O -3.5382 -0.9216 2.9950
H -3.5856 0.0052 3.2486
H -2.7108 -0.9898 2.4955
O 1.8662 0.7471 4.7861
H 1.7997 1.7066 4.7015
H 2.5494 0.4859 4.1550
C -0.1656 -0.1226 0.7848
O -1.3303 -0.1978 1.1789
N 0.1895 -0.2792 -0.5222
N 0.8860 0.1764 1.6146
H -0.4756 -0.4746 -1.2449
H 1.1680 -0.3922 -0.7236
H 0.7149 0.2363 2.6021
H 1.6783 0.6148 1.1901
C -0.9666 1.9810 -2.8427
C -2.0676 2.7595 -3.5834
C -1.5241 4.0957 -4.0549
O -2.5234 2.0455 -4.7386
H 0.0037 2.2140 -3.2714
H -1.2050 0.9201 -2.8021
H -1.0050 2.2995 -1.7990
H -2.9142 2.9094 -2.9010
H -0.5325 3.8879 -4.4706
H -1.2590 4.7354 -3.2011
H -2.1132 4.6758 -4.7591
H -3.3019 2.4948 -5.0753
C 0.0155 -2.9363 3.3136
C -0.6821 -2.2225 4.4446
C -1.4076 -3.1792 5.4027
O 0.2789 -1.5431 5.2908
H 0.8785 -2.3856 2.9402
H -0.6981 -3.0697 2.4938
H 0.3312 -3.9374 3.6112
H -1.3510 -1.4520 4.0643
H -2.4080 -3.4415 5.0590
H -1.4070 -2.7828 6.4152
H -0.8713 -4.1306 5.4722
H 0.5946 -0.7625 4.8101
C -3.5896 -1.6802 -0.4469
C -4.2304 -2.5542 -1.5217
C -5.5077 -1.9903 -2.1324
O -3.2239 -2.7666 -2.5019
H -3.3176 -0.7612 -0.9945
H -2.6321 -2.0268 -0.0750
H -4.2326 -1.2215 0.3039
H -4.5092 -3.5202 -1.0808
H -5.2608 -1.0539 -2.6409
H -6.2294 -1.7929 -1.3388
H -5.9667 -2.6403 -2.8759
H -3.1269 -3.6816 -2.7645
C 3.9483 -0.8285 -0.3486
C 3.8170 -1.2743 -1.8023
C 4.1645 -2.7479 -1.9653
O 2.4929 -1.0391 -2.3009
H 4.9842 -0.7877 -0.0129
H 3.3983 -1.4636 0.3488
H 3.5863 0.1980 -0.2289
H 4.4404 -0.6152 -2.4216
H 5.2150 -2.8593 -1.6611
H 4.1788 -2.9933 -3.0277
H 3.5916 -3.4188 -1.3330
H 2.5202 -1.0521 -3.2595
C 2.1306 3.3379 1.0823
C 3.0951 3.6652 -0.0790
C 3.0069 2.6552 -1.2191
O 2.8936 4.9657 -0.5939
H 1.2604 2.7910 0.7058
H 1.7289 4.2457 1.5335
H 2.5628 2.6740 1.8326
H 4.0875 3.6069 0.3854
H 2.6700 3.2033 -2.1061
H 2.3308 1.8092 -1.1194
H 3.9694 2.2729 -1.5688
H 2.8428 5.5744 0.1494
*
```